1.
Computed, not measured: an isolated molecule of C3H6NO2 in a non-equilibrium geometry, with ωB97M-V/def2-TZVPD.

Each line ends with the Mulliken charge.
CARTESIAN COORDINATES (ANGSTROEM)
C (0.00, -0.78, -2.52)  -0.703
N (-0.37, -0.69, -1.07)  -0.026
C (0.30, 0.34, -0.35)  -0.425
C (-0.02, 0.48, 1.17)  0.537
O (0.72, 1.36, 1.78)  -0.619
O (-0.73, -0.50, 1.67)  -0.728
H (1.15, -0.86, -2.59)  0.308
H (-0.37, -1.79, -2.85)  0.329
H (-0.48, -0.07, -3.07)  0.305
H (-0.73, -1.13, -0.10)  0.455
H (1.40, 0.11, -0.40)  0.284
H (0.03, 1.46, -0.95)  0.283

As for the orbital gap (alpha / beta): 9.36 / 5.74 eV. Its expectation value of S² is 0.76. The calculation puts the highest occupied orbital energy (alpha / beta) at -9.22 / -9.13 eV. Its multiplicity is 2. As for the relative energy (zero: lowest compared OMol25 entry of this formula, charge and spin): 2.927 eV. The lowest unoccupied orbital energy (alpha / beta) comes out at 0.14 / -3.39 eV.

***

2.
Computed, not measured: a cluster of 9 separate species, C68H111N14O4 in total in a non-equilibrium geometry, with ωB97M-V/def2-TZVPD.

Each line ends with the Mulliken charge.
CARTESIAN COORDINATES (ANGSTROEM)
C (3.67, 2.92, -7.64)  -1.562
C (4.16, 3.08, -6.15)  1.099
C (3.22, 2.12, -5.27)  -1.071
C (3.85, 1.92, -3.87)  -0.839
C (5.25, 1.46, -3.93)  -1.166
C (6.30, 2.30, -4.74)  1.275
N (5.63, 2.66, -6.10)  0.627
O (6.54, 2.77, -7.20)  -0.153
C (7.49, 1.34, -4.85)  -1.574
C (6.73, 3.62, -4.03)  -1.509
C (3.90, 4.51, -5.65)  -1.531
H (2.64, 3.25, -7.78)  0.378
H (3.80, 1.88, -7.93)  0.447
H (4.12, 3.49, -8.45)  0.415
H (3.05, 1.15, -5.73)  0.398
H (2.24, 2.54, -5.06)  0.415
H (3.20, 1.23, -3.33)  0.501
H (3.77, 2.90, -3.39)  0.298
H (5.25, 0.52, -4.48)  0.467
H (5.67, 1.32, -2.94)  0.502
H (8.41, 1.91, -4.95)  0.474
H (7.43, 0.78, -5.79)  0.407
H (7.64, 0.76, -3.94)  0.356
H (7.33, 3.33, -3.17)  0.401
H (5.89, 4.14, -3.58)  0.391
H (7.23, 4.34, -4.67)  0.421
H (4.18, 4.68, -4.61)  0.324
H (2.85, 4.77, -5.59)  0.404
H (4.54, 5.17, -6.24)  0.406
C (-5.22, -2.70, -8.10)  -1.657
C (-4.01, -1.69, -8.14)  1.113
C (-2.81, -2.75, -8.05)  -1.008
C (-1.53, -2.27, -8.65)  -0.686
C (-1.78, -1.61, -9.98)  -1.281
C (-2.74, -0.43, -10.01)  1.095
N (-4.01, -0.93, -9.45)  0.726
O (-5.25, -0.27, -9.70)  -0.198
C (-2.99, 0.00, -11.53)  -1.511
C (-2.10, 0.83, -9.30)  -1.499
C (-4.04, -0.83, -6.86)  -1.481
H (-6.11, -2.08, -8.16)  0.472
H (-5.18, -3.42, -7.28)  0.399
H (-5.31, -3.39, -8.94)  0.448
H (-3.06, -3.64, -8.62)  0.433
H (-2.55, -3.01, -7.02)  0.333
H (-0.92, -3.17, -8.70)  0.448
H (-0.87, -1.66, -8.03)  0.341
H (-2.15, -2.34, -10.70)  0.446
H (-0.85, -1.30, -10.45)  0.520
H (-3.71, 0.81, -11.71)  0.419
H (-3.23, -0.83, -12.19)  0.429
H (-2.05, 0.38, -11.92)  0.425
H (-1.95, 0.67, -8.24)  0.319
H (-2.79, 1.68, -9.33)  0.421
H (-1.15, 1.02, -9.81)  0.426
H (-3.19, -0.14, -6.78)  0.257
H (-4.18, -1.28, -5.89)  0.418
H (-4.95, -0.24, -6.84)  0.427
C (-3.43, 0.28, 4.38)  -0.954
N (-3.81, -0.94, 5.12)  0.115
C (-4.71, -0.88, 6.19)  -0.312
C (-5.01, -2.06, 6.98)  -0.731
C (-4.37, -3.25, 6.74)  1.129
C (-3.45, -3.26, 5.67)  -0.811
C (-3.26, -2.12, 4.82)  -0.325
C (-4.59, -4.47, 7.56)  1.080
C (-5.08, -4.51, 8.86)  -0.690
C (-5.40, -5.64, 9.54)  -0.228
N (-5.21, -6.83, 8.89)  0.006
C (-4.62, -6.88, 7.67)  -0.421
C (-4.44, -5.71, 6.92)  -0.704
C (-5.40, -8.12, 9.67)  -0.910
H (-3.60, 1.17, 4.98)  0.359
H (-4.05, 0.32, 3.48)  0.328
H (-2.35, 0.28, 4.19)  0.368
H (-4.96, 0.15, 6.41)  0.428
H (-5.73, -1.97, 7.77)  0.441
H (-2.90, -4.15, 5.39)  0.436
H (-2.55, -2.02, 4.01)  0.517
H (-5.30, -3.55, 9.29)  0.393
H (-5.98, -5.75, 10.44)  0.457
H (-4.46, -7.86, 7.24)  0.473
H (-4.12, -5.74, 5.89)  0.421
H (-5.58, -7.85, 10.71)  0.361
H (-4.47, -8.70, 9.63)  0.413
H (-6.31, -8.62, 9.32)  0.357
C (5.49, 2.49, 2.73)  -1.028
N (5.84, 3.32, 3.95)  0.046
C (7.11, 3.71, 4.12)  -0.233
C (7.44, 4.25, 5.38)  -0.742
C (6.48, 4.48, 6.38)  1.296
C (5.18, 4.14, 6.06)  -0.686
C (4.81, 3.62, 4.80)  -0.261
C (6.80, 4.93, 7.76)  1.164
C (6.07, 4.56, 8.87)  -0.665
C (6.49, 4.91, 10.16)  -0.322
N (7.67, 5.50, 10.30)  -0.021
C (8.48, 5.85, 9.30)  -0.238
C (8.05, 5.54, 8.01)  -0.671
C (8.17, 5.74, 11.69)  -0.870
H (5.27, 3.09, 1.85)  0.356
H (4.51, 2.03, 2.85)  0.329
H (6.36, 1.84, 2.63)  0.390
H (7.78, 3.50, 3.29)  0.470
H (8.48, 4.39, 5.66)  0.355
H (4.43, 4.30, 6.82)  0.344
H (3.78, 3.46, 4.55)  0.453
H (5.09, 4.15, 8.72)  0.270
H (5.93, 4.67, 11.06)  0.494
H (9.52, 6.06, 9.53)  0.348
H (8.78, 5.72, 7.24)  0.345
H (9.18, 6.15, 11.75)  0.327
H (8.25, 4.81, 12.25)  0.380
H (7.36, 6.33, 12.13)  0.369
C (-11.29, 2.60, 0.58)  -1.084
C (-10.02, 2.57, 1.45)  -0.502
N (-9.38, 1.30, 1.45)  0.195
C (-9.91, 0.10, 1.98)  -0.244
C (-8.90, -0.90, 1.81)  -0.467
N (-7.99, -0.35, 0.87)  0.159
C (-8.22, 1.01, 0.82)  -0.218
C (-6.94, -1.00, 0.16)  -0.774
H (-11.82, 3.54, 0.74)  0.374
H (-12.04, 1.82, 0.76)  0.370
H (-11.02, 2.56, -0.48)  0.324
H (-10.33, 2.85, 2.46)  0.318
H (-9.33, 3.38, 1.19)  0.331
H (-10.83, 0.00, 2.54)  0.426
H (-8.84, -1.97, 1.92)  0.401
H (-7.65, 1.67, 0.18)  0.447
H (-5.96, -0.56, 0.32)  0.348
H (-6.97, -0.83, -0.91)  0.373
H (-7.06, -2.04, 0.47)  0.224
C (1.90, -5.25, -4.04)  -0.878
C (0.93, -6.50, -3.92)  -0.647
N (0.42, -6.65, -2.53)  0.202
C (0.98, -7.37, -1.49)  -0.356
C (0.10, -7.38, -0.39)  -0.349
N (-0.91, -6.50, -0.67)  0.176
C (-0.78, -6.10, -1.97)  -0.277
C (-2.11, -6.20, 0.15)  -0.807
H (2.14, -4.92, -5.05)  0.395
H (2.79, -5.63, -3.54)  0.238
H (1.49, -4.47, -3.41)  0.289
H (1.42, -7.39, -4.30)  0.387
H (0.10, -6.41, -4.62)  0.360
H (1.90, -7.91, -1.69)  0.505
H (0.23, -7.82, 0.59)  0.413
H (-1.62, -5.59, -2.42)  0.390
H (-1.92, -6.70, 1.10)  0.298
H (-3.01, -6.53, -0.37)  0.329
H (-2.08, -5.12, 0.33)  0.336
C (6.86, -4.75, -0.90)  -1.060
C (6.61, -3.41, -0.22)  -0.364
N (5.52, -3.37, 0.68)  0.294
C (4.15, -3.59, 0.40)  -0.668
C (3.46, -3.43, 1.64)  -0.384
N (4.39, -2.97, 2.56)  0.204
C (5.56, -2.95, 1.95)  -0.235
C (4.08, -2.64, 3.95)  -0.820
H (7.65, -4.68, -1.65)  0.368
H (5.96, -5.18, -1.33)  0.280
H (7.20, -5.42, -0.11)  0.346
H (6.51, -2.58, -0.92)  0.376
H (7.49, -3.29, 0.41)  0.220
H (3.77, -3.65, -0.60)  0.602
H (2.41, -3.50, 1.90)  0.455
H (6.53, -2.80, 2.41)  0.418
H (3.10, -3.01, 4.22)  0.299
H (4.11, -1.57, 4.18)  0.266
H (4.72, -3.20, 4.62)  0.399
C (-1.98, 7.81, 3.48)  -0.989
C (-1.71, 6.32, 3.24)  -0.482
N (-2.04, 5.90, 1.84)  0.209
C (-3.34, 5.83, 1.36)  -0.303
C (-3.31, 5.48, 0.01)  -0.417
N (-1.96, 5.46, -0.39)  0.147
C (-1.16, 5.63, 0.74)  -0.203
C (-1.43, 5.18, -1.71)  -0.851
H (-1.41, 8.39, 2.76)  0.324
H (-1.62, 8.00, 4.49)  0.353
H (-3.06, 7.88, 3.37)  0.347
H (-2.47, 5.81, 3.83)  0.262
H (-0.66, 6.14, 3.48)  0.350
H (-4.23, 6.09, 1.92)  0.456
H (-4.08, 5.14, -0.66)  0.414
H (-0.08, 5.60, 0.79)  0.384
H (-0.73, 4.35, -1.62)  0.394
H (-0.94, 6.04, -2.16)  0.317
H (-2.22, 4.80, -2.36)  0.290
C (-1.51, -0.17, -2.22)  -0.519
C (-0.67, -0.54, -1.05)  0.519
O (0.09, 0.25, -0.41)  -0.818
O (-0.98, -1.67, -0.64)  -0.700
H (-2.27, 0.53, -1.87)  0.174
H (-1.91, -1.07, -2.70)  0.187
H (-0.86, 0.34, -2.94)  0.160

As for the orbital gap: 3.90 eV. The calculation puts the highest occupied orbital energy at -20.21 eV. Its net charge is +9. The lowest unoccupied orbital energy comes out at -16.31 eV.

***

3.
Computed, not measured: a cluster of 8 separate species, C9H34N6O8 in total in a non-equilibrium geometry, with ωB97M-V/def2-TZVPD.

Each line ends with the Mulliken charge.
CARTESIAN COORDINATES (ANGSTROEM)
C (3.12, -1.94, 0.54)  -0.681
C (4.21, -2.69, -0.14)  -0.495
O (3.79, -2.94, -1.42)  -0.528
H (2.96, -0.99, 0.15)  0.028
H (3.42, -1.83, 1.53)  0.463
H (2.15, -2.48, 0.57)  0.265
H (4.49, -3.62, 0.42)  0.375
H (5.15, -2.21, -0.19)  0.334
H (4.44, -3.50, -1.89)  0.297
C (1.07, 0.16, -2.35)  0.177
O (0.10, -0.76, -2.10)  -0.623
N (0.81, 1.32, -2.79)  -0.222
N (2.34, -0.04, -2.03)  -0.430
H (-0.06, 1.32, -3.24)  0.268
H (1.26, 2.25, -2.68)  0.309
H (2.65, -0.96, -1.67)  0.078
H (3.08, 0.60, -2.37)  0.256
C (-1.63, -3.63, -0.14)  0.531
O (-2.22, -3.96, 1.02)  -0.745
N (-0.75, -2.72, -0.17)  -0.054
N (-1.80, -4.39, -1.18)  -0.416
H (-0.57, -2.13, 0.75)  0.164
H (0.02, -2.83, -0.88)  0.035
H (-2.47, -5.25, -1.23)  0.285
H (-1.26, -4.24, -2.10)  0.195
C (1.63, 3.00, 0.35)  0.401
O (1.97, 4.04, 1.22)  -0.743
N (2.44, 2.01, -0.02)  -0.096
N (0.37, 2.96, -0.16)  -0.101
H (3.43, 2.09, 0.35)  0.238
H (2.29, 1.19, -0.67)  0.231
H (-0.28, 3.57, 0.32)  0.096
H (0.04, 2.12, -0.73)  0.228
C (-1.78, 3.83, 2.39)  -0.591
O (-1.75, 4.82, 1.37)  -0.558
H (-2.77, 3.37, 2.43)  0.237
H (-1.75, 4.26, 3.39)  0.311
H (-0.97, 3.23, 2.33)  0.206
H (-2.61, 4.82, 0.90)  0.321
C (0.28, -0.14, 1.51)  0.115
O (-0.45, -1.19, 2.02)  -0.545
H (-0.40, 0.72, 1.27)  -0.315
H (0.82, -0.45, 0.59)  -0.414
H (1.02, 0.23, 2.07)  0.874
H (-0.40, -1.23, 2.97)  0.278
C (-2.92, 2.04, -0.93)  -0.843
O (-1.69, 1.35, -0.98)  -0.247
H (-3.35, 1.94, 0.05)  0.215
H (-3.65, 1.58, -1.54)  0.335
H (-2.72, 3.10, -1.09)  0.339
H (-1.80, 0.46, -0.75)  0.168
C (-3.33, -0.85, 1.10)  -0.371
O (-3.23, -1.19, -0.29)  -0.624
H (-2.56, -0.02, 1.34)  -0.081
H (-3.23, -1.66, 1.79)  0.273
H (-4.28, -0.55, 1.36)  0.379
H (-2.66, -1.95, -0.40)  0.417

As for the orbital gap: 8.73 eV. The calculation puts the highest occupied orbital energy at -8.60 eV. Its SMILES is NC(N)=O.NC(N)=O.NC(N)=O.CCO.CO.CO.CO.CO. As for the relative energy (zero: lowest compared OMol25 entry of this formula, charge and spin): 6.651 eV. The lowest unoccupied orbital energy comes out at 0.14 eV.